(1)
15
Properties=species:S:1:pos:R:3:forces:R:3 method="wB97M-V/def2-TZVPD" homo_lumo_gap_ev=9.33 homo_energy_ev=-8.89 e_tot_ha=-441.1662 de_lowest_kj_mol=223.2 multiplicity=1 charge=0
C 0.357 -1.218 0.147 0.65 0.05 -0.48
C -0.832 -0.786 0.869 -0.19 0.59 0.07
C -1.321 0.444 1.048 -0.22 -0.54 0.18
C -0.676 1.700 0.514 -0.38 0.35 0.33
H 2.242 -1.947 -1.268 -0.30 1.19 -0.07
H 2.156 -0.570 -2.259 0.07 0.28 -0.74
H 0.793 -2.193 0.444 -0.20 0.46 -0.17
H -2.275 0.501 1.593 0.50 0.07 -0.25
H 0.379 1.740 0.804 0.05 -0.14 -0.06
H -1.156 2.577 0.975 0.11 -0.34 -0.15
H -0.283 1.166 -1.271 0.11 -0.15 -0.15
N 2.042 -0.923 -1.341 0.18 -1.37 0.85
N 0.874 -0.499 -0.786 -0.29 -0.64 0.59
O -0.828 1.859 -0.884 -0.05 0.13 0.07
F -1.471 -1.852 1.415 -0.05 0.05 -0.01



(2)
53
Properties=species:S:1:pos:R:3:forces:R:3 method="wB97M-V/def2-TZVPD" homo_lumo_gap_ev=9.35 smiles="CCOC(=O)[C@@]1([C@@]2(c3ccc(Cl)cc3)C=CCC2)CCCCCCC1=O" homo_energy_ev=-8.64 e_tot_ha=-1540.3472 multiplicity=1 charge=0
C 4.094 -2.250 0.597 0.11 -0.38 0.13
C 3.459 -1.010 1.174 -0.53 0.12 -0.21
O 2.063 -1.122 0.814 0.25 0.94 0.90
C 1.222 -0.187 1.389 0.96 -0.09 1.23
C -0.129 -0.239 0.617 0.23 -1.55 3.42
C -1.208 0.331 1.580 -0.26 0.15 0.91
O -0.938 1.057 2.518 -0.52 -0.71 -1.14
C -2.688 -0.127 1.470 0.19 0.72 0.43
C -3.352 -0.713 0.248 -0.69 -0.53 -0.34
C -3.156 -2.199 -0.092 -0.24 -0.07 -0.57
C -2.137 -2.508 -1.203 -0.42 -0.18 -0.23
C -0.664 -2.401 -0.822 0.25 -0.34 -0.14
C -0.381 -1.786 0.530 0.13 -0.13 0.26
O 1.575 0.496 2.323 -0.32 -1.02 -1.28
H 5.175 -2.151 0.622 0.17 -0.08 -0.02
H 3.816 -3.135 1.191 0.07 0.28 -0.22
H 3.778 -2.422 -0.439 0.08 0.15 0.22
H 3.550 -0.951 2.269 0.07 0.14 -0.47
H 3.826 -0.081 0.696 0.11 -0.37 0.43
H -2.868 -0.806 2.324 0.13 0.40 -0.19
H -3.225 0.815 1.678 0.18 -0.37 0.28
H -4.431 -0.593 0.445 0.30 0.04 -0.06
H -3.164 -0.121 -0.646 -0.30 -0.20 0.20
H -2.954 -2.773 0.816 -0.03 -0.07 -0.03
H -4.124 -2.549 -0.475 0.17 -0.08 0.15
H -2.284 -3.549 -1.538 -0.27 0.45 -0.04
H -2.369 -1.853 -2.063 -0.03 -0.35 0.36
H -0.248 -3.417 -0.791 -0.10 0.17 -0.01
H -0.070 -1.878 -1.581 -0.43 -0.43 0.32
H 0.517 -2.291 0.906 -0.60 0.28 -0.14
H -1.149 -2.037 1.276 0.09 0.05 -0.38
Cl 1.453 5.923 2.092 0.10 0.29 0.17
C 1.105 4.458 1.261 -0.31 -0.98 -0.54
C 2.138 3.575 0.934 -0.27 0.08 -0.26
C 1.856 2.394 0.239 -0.53 0.61 0.41
C 0.528 2.030 0.022 -0.26 -0.31 -0.95
C 0.120 0.620 -0.550 0.59 2.56 -2.41
C -1.023 0.891 -1.586 -0.15 0.66 -0.39
C -0.668 0.207 -2.922 -0.39 -0.14 0.19
C 0.767 -0.168 -2.720 0.77 0.28 0.98
C 1.204 0.062 -1.460 0.11 0.02 -1.64
C -0.498 2.939 0.282 0.58 0.72 0.56
C -0.213 4.167 0.893 0.11 -0.40 -0.09
H 3.154 3.814 1.228 -0.05 0.05 -0.16
H 2.667 1.770 -0.122 -0.07 0.00 0.31
H -2.031 0.727 -1.202 0.56 -0.08 -0.35
H -0.992 1.965 -1.831 0.04 -0.43 0.28
H -1.305 -0.659 -3.155 0.28 0.14 -0.01
H -0.798 0.924 -3.746 0.09 -0.28 0.11
H 1.340 -0.628 -3.527 0.07 0.24 0.32
H 2.211 -0.138 -1.078 -0.61 0.05 -0.59
H -1.531 2.711 0.010 0.33 0.08 0.28
H -1.018 4.868 1.105 0.25 -0.09 -0.01



(3)
112
Properties=species:S:1:pos:R:3:forces:R:3 method="wB97M-V/def2-TZVPD" homo_lumo_gap_ev=6.27 homo_energy_ev=-4.33 e_tot_ha=-3377.6427 multiplicity=1 charge=-1
C -3.884 1.946 -3.543 0.41 -0.76 -0.25
C -2.230 1.801 -3.392 -1.75 0.02 1.10
O -1.924 0.368 -3.528 1.05 2.15 -0.63
C -0.456 0.156 -3.755 -0.84 -0.40 0.82
C 0.257 0.357 -2.293 -1.21 0.50 -0.70
P 2.174 0.036 -2.315 -2.34 -0.17 0.73
O 1.853 -0.731 -0.787 3.09 1.83 1.67
C 2.712 -0.230 0.293 -0.32 -1.04 1.21
C 1.777 0.699 1.271 -0.57 -0.97 -0.13
C 2.234 0.718 2.849 -0.72 0.38 -0.96
O 0.416 0.069 1.252 1.96 -0.66 1.16
P 2.051 -2.052 -3.073 -0.77 -2.63 -0.42
O 1.870 -2.118 -4.809 2.24 -1.72 1.78
O 3.516 -2.972 -2.704 -0.42 2.02 -0.19
S 0.582 -2.993 -2.127 0.44 -0.39 -1.04
O 2.366 0.394 -4.035 1.23 3.43 0.17
C 2.583 1.873 -4.172 -0.92 0.47 1.35
C 3.238 2.440 -5.563 -0.78 -0.62 -0.76
C 3.332 2.222 -2.726 0.49 -0.40 -1.29
B 3.928 3.736 -2.486 0.08 1.69 0.53
O 3.108 4.968 -2.280 2.72 -1.62 -2.20
O 5.411 3.958 -2.504 -2.16 -0.07 1.22
C 5.996 3.739 -1.172 0.95 -1.06 0.56
O 2.336 1.679 -1.743 3.54 0.30 -2.30
H -4.149 1.692 -4.656 0.35 0.59 2.04
H -4.282 3.010 -3.260 0.94 -1.89 -0.62
H -4.464 1.179 -2.844 1.69 1.69 -1.66
H -1.992 2.199 -2.292 -0.13 -0.85 -2.32
H -1.672 2.460 -4.183 -0.91 -1.25 1.34
H -0.381 -0.954 -4.183 -0.03 2.52 1.08
H -0.131 0.920 -4.580 -0.30 -1.41 1.57
H 0.144 1.496 -1.959 0.19 -2.47 -0.90
H -0.260 -0.273 -1.424 1.06 1.19 -2.39
H 3.578 -0.317 -2.144 -0.13 0.84 -0.09
H 3.718 0.259 -0.048 -2.27 -0.71 0.55
H 3.018 -1.184 0.943 -0.56 1.76 -1.15
H 1.653 1.757 0.786 0.20 -2.00 1.08
H 1.843 -0.281 3.343 1.15 1.92 -1.01
H 1.624 1.593 3.363 1.56 -1.73 -0.93
H 3.395 0.856 2.896 -2.18 -0.25 0.29
H 0.548 -0.865 1.646 -0.37 2.08 -1.06
H 2.578 -2.758 -5.141 -1.41 1.17 0.59
H 4.134 -2.427 -2.130 -1.27 -0.57 -1.06
H 1.505 2.319 -4.042 2.01 -0.42 -0.46
H 2.328 2.588 -6.321 2.05 -0.34 1.57
H 3.770 3.479 -5.479 -1.02 -1.93 0.23
H 3.985 1.698 -6.081 -1.41 1.31 1.24
H 4.338 1.595 -2.862 -2.01 0.76 0.91
H 3.600 5.664 -2.832 -0.88 -1.23 1.58
H 7.020 4.319 -0.993 -2.30 -0.90 -0.85
H 6.282 2.583 -1.122 -0.87 2.44 0.36
H 5.267 4.065 -0.316 1.31 -0.78 -1.54
C -6.892 3.236 0.142 -0.10 0.28 -0.48
C -6.175 1.969 -0.238 0.57 -0.70 -1.36
O -5.903 1.717 -1.411 -0.80 0.49 1.67
C -5.802 1.022 0.871 0.11 -0.31 -0.45
H -7.097 3.822 -0.760 0.07 -0.13 0.17
H -7.842 2.995 0.626 0.15 0.04 0.19
H -6.265 3.832 0.811 -0.15 -0.08 0.15
H -6.704 0.682 1.387 0.28 0.23 0.05
H -5.127 1.519 1.572 -0.17 -0.04 0.17
H -5.290 0.151 0.449 -0.04 0.26 0.03
C 7.611 -0.631 -1.255 -0.14 0.44 -0.24
C 6.570 -0.633 -0.168 -1.09 1.20 0.21
O 5.764 0.288 -0.053 1.49 -1.10 -0.14
C 6.554 -1.807 0.775 -0.41 0.19 0.27
H 7.503 0.277 -1.858 -0.01 -0.20 0.13
H 8.610 -0.641 -0.813 -0.02 -0.21 -0.07
H 7.473 -1.500 -1.903 0.18 -0.04 0.10
H 7.506 -1.869 1.307 0.02 -0.17 -0.16
H 6.369 -2.729 0.217 0.19 -0.02 0.08
H 5.750 -1.674 1.507 0.15 -0.03 -0.20
C -8.872 2.205 4.666 -0.04 0.21 -0.46
C -8.154 0.937 4.285 0.41 -0.39 -1.54
O -7.882 0.685 3.112 -0.61 0.34 1.72
C -7.782 -0.009 5.395 0.22 -0.34 -0.30
H -9.077 2.791 3.763 0.06 -0.15 0.19
H -9.822 1.963 5.149 0.13 0.07 0.16
H -8.245 2.800 5.334 -0.16 -0.09 0.12
H -8.683 -0.350 5.910 0.09 0.15 0.14
H -7.107 0.487 6.096 -0.19 -0.02 0.09
H -7.270 -0.880 4.972 -0.11 0.23 0.07
C 1.900 -7.834 0.746 0.07 -0.17 0.53
C 2.727 -6.585 0.599 0.96 0.80 0.73
O 3.409 -6.157 1.529 -0.80 -0.63 -0.87
C 2.688 -5.880 -0.731 0.34 0.18 0.41
H 2.026 -8.235 1.758 -0.01 0.08 -0.19
H 0.843 -7.600 0.592 0.08 -0.11 -0.21
H 2.232 -8.587 0.027 -0.20 0.09 -0.08
H 1.667 -5.559 -0.951 0.08 -0.01 -0.24
H 3.055 -6.546 -1.516 -0.23 0.00 -0.06
H 3.333 -4.995 -0.691 -0.27 -0.17 -0.06
C -3.534 4.854 3.363 -0.26 -0.07 0.49
C -3.016 3.486 3.011 -0.08 -1.44 0.76
O -3.213 2.519 3.746 0.10 1.31 -0.82
C -2.247 3.345 1.724 0.03 -0.54 0.14
H -4.069 4.805 4.317 0.12 -0.01 -0.19
H -2.699 5.553 3.465 -0.11 0.05 -0.21
H -4.226 5.199 2.591 0.20 0.13 -0.04
H -1.355 3.976 1.754 -0.13 0.09 -0.16
H -2.882 3.622 0.879 0.15 0.18 -0.02
H -1.935 2.302 1.600 -0.02 0.21 0.02
C -0.147 -5.253 2.133 0.24 0.34 -0.25
C -0.777 -4.304 3.117 0.37 1.78 -0.31
O -0.596 -3.090 3.038 -0.25 -1.66 0.23
C -1.637 -4.898 4.201 -0.17 0.41 0.28
H 0.446 -4.684 1.408 -0.14 -0.07 0.14
H 0.515 -5.947 2.658 -0.14 -0.11 -0.03
H -0.924 -5.801 1.595 0.05 -0.13 0.12
H -1.041 -5.576 4.817 -0.13 -0.14 -0.13
H -2.481 -5.430 3.755 0.14 -0.16 0.07
H -2.025 -4.095 4.836 0.10 -0.15 -0.16



(4)
120
Properties=species:S:1:pos:R:3:forces:R:3 method="wB97M-V/def2-TZVPD" homo_lumo_gap_ev=9.45 smiles=COCCNCCOC.COCCNCCOC.COCCNCCOC.OCCO.OCCO.OCCO.CCO.CCO homo_energy_ev=-9.17 e_tot_ha=-2329.0315 de_lowest_kj_mol=513.2 multiplicity=1 charge=0
C 0.381 3.054 2.930 -0.33 -2.41 -1.58
O 0.728 3.090 1.571 -0.56 1.58 -0.13
C 1.812 2.303 1.213 0.49 0.53 1.08
C 1.564 0.854 1.606 -0.06 -0.03 -0.32
N 2.665 0.086 1.058 2.00 0.80 1.84
C 2.671 -1.346 1.375 -1.06 2.15 1.93
C 3.960 -1.907 0.990 -4.88 -4.20 -5.33
O 5.006 -1.432 1.506 6.99 3.89 2.50
C 6.274 -1.818 0.934 -0.46 -2.25 0.86
H -0.151 2.123 3.048 -0.28 -0.42 0.67
H -0.265 3.805 3.188 -1.64 2.16 0.13
H 1.164 3.074 3.615 1.97 0.05 1.00
H 2.725 2.730 1.744 -0.54 -0.70 -0.70
H 1.900 2.442 0.132 0.35 -0.30 0.19
H 0.575 0.555 1.230 0.20 -0.16 -0.21
H 1.543 0.708 2.684 -0.16 0.21 0.30
H 3.474 0.470 1.669 -1.12 -0.75 -1.95
H 1.841 -1.777 0.839 -0.07 -0.63 -0.18
H 2.517 -1.479 2.459 -0.25 -0.08 -0.01
H 3.874 -1.853 -0.162 0.82 -0.27 1.10
H 3.835 -2.940 1.281 0.07 -1.29 -0.40
H 6.427 -2.919 1.008 -0.47 0.30 0.42
H 7.154 -1.420 1.405 -0.28 0.82 0.73
H 6.408 -1.703 -0.108 -0.66 0.97 -1.39
C 7.344 4.285 -5.546 1.62 -0.60 -0.41
O 6.470 3.247 -5.949 0.33 0.21 -0.56
C 5.475 2.787 -5.051 1.11 0.83 0.03
C 4.224 3.612 -5.084 0.49 0.49 0.85
N 3.241 3.047 -4.174 0.52 0.06 0.62
C 2.139 3.917 -3.760 0.56 -0.34 2.84
C 1.231 3.058 -2.841 5.87 -3.21 -6.49
O 0.419 3.548 -2.064 -7.39 5.10 5.79
C -0.357 2.538 -1.403 -0.96 1.99 -0.49
H 8.249 4.333 -6.253 -1.72 -0.05 0.55
H 7.847 4.089 -4.594 -0.35 -0.29 0.34
H 6.878 5.252 -5.460 -0.33 0.47 -0.23
H 5.905 2.768 -4.059 0.06 0.06 0.71
H 5.285 1.789 -5.312 -0.34 -1.49 -0.52
H 3.875 3.648 -6.081 -0.59 0.15 -1.08
H 4.563 4.596 -4.766 -0.37 0.62 -0.09
H 3.799 2.852 -3.343 -0.40 -0.17 0.17
H 1.655 4.276 -4.609 -1.02 0.67 -1.37
H 2.417 4.737 -3.091 0.60 0.53 -0.47
H 1.839 2.476 -2.216 2.31 -1.74 0.26
H 0.816 2.427 -3.591 -0.94 -1.46 -0.72
H -0.976 3.028 -0.638 0.23 -0.22 -0.40
H 0.288 1.838 -0.975 1.13 -1.20 0.90
H -0.936 2.009 -2.144 -0.51 -0.14 -0.27
C 0.646 -3.797 3.812 1.34 0.13 -0.17
O 0.218 -2.464 3.923 -0.03 -0.48 0.47
C -0.686 -2.120 2.907 -0.78 0.79 0.86
C -1.209 -0.725 3.336 -1.07 -1.52 0.05
N -2.298 -0.214 2.497 1.10 1.36 1.32
C -2.914 0.960 3.154 0.50 0.61 -0.35
C -3.904 1.444 2.071 4.43 -5.45 -0.77
O -4.681 2.396 2.283 -4.98 8.23 2.58
C -5.682 2.256 3.286 0.47 -0.75 0.11
H 1.361 -3.865 2.955 -0.51 -0.30 0.40
H -0.159 -4.525 3.704 -0.25 0.11 -0.19
H 1.197 -4.049 4.724 -0.07 0.11 -0.14
H -1.533 -2.848 2.925 0.35 0.35 -0.33
H -0.178 -2.154 1.951 -0.14 0.08 -0.53
H -0.404 -0.024 3.424 0.51 0.46 -0.40
H -1.526 -0.871 4.389 -0.11 -0.02 -0.19
H -3.065 -0.852 2.422 -0.04 -0.83 -0.04
H -2.127 1.755 3.367 -0.99 -0.93 -0.34
H -3.405 0.735 4.141 0.35 -0.06 -0.70
H -4.537 0.656 1.764 -0.37 -2.46 -0.19
H -3.330 1.624 1.179 0.64 0.43 -0.38
H -6.426 1.519 3.011 -0.22 -0.45 -0.44
H -6.226 3.173 3.462 0.40 0.42 -0.10
H -5.210 1.870 4.176 -0.01 0.23 0.61
C -3.208 -1.189 -0.636 -2.55 -0.94 -1.27
C -1.869 -0.667 -0.603 1.79 2.84 -0.27
O -1.203 -0.628 -1.893 -1.94 -0.86 0.11
H -3.768 -1.117 0.321 0.85 -0.19 -0.44
H -3.216 -2.228 -1.040 -0.41 0.61 0.27
H -3.760 -0.496 -1.295 -0.16 -0.73 -0.19
H -1.270 -1.174 0.083 1.15 -0.84 1.24
H -2.001 0.352 -0.213 0.57 0.10 -0.07
H -0.278 -0.407 -1.816 0.83 0.18 0.57
C -6.886 0.414 -0.067 -1.72 -2.05 -0.44
C -6.035 1.449 -0.559 2.25 2.48 0.40
O -6.230 2.660 0.220 -1.51 0.22 -3.62
H -6.619 -0.545 -0.507 -0.37 -0.18 -0.49
H -7.937 0.652 -0.174 -0.29 -0.19 -0.21
H -6.710 0.237 0.953 0.23 0.00 1.70
H -6.123 1.678 -1.637 -0.14 0.07 0.63
H -5.005 1.119 -0.356 0.07 0.18 -0.56
H -5.904 2.539 1.076 1.12 -0.34 1.65
C -5.122 -4.181 2.532 -1.89 -3.83 0.15
C -4.519 -3.142 1.795 1.19 1.85 -2.13
O -4.518 -2.047 2.694 0.13 1.12 0.18
O -6.403 -3.825 3.004 -0.03 -0.21 0.06
H -4.478 -4.534 3.316 0.52 0.14 1.03
H -5.213 -5.094 1.929 -0.33 0.17 -0.13
H -5.074 -2.877 0.863 0.23 0.04 0.90
H -3.494 -3.387 1.491 -0.03 -0.05 -0.06
H -4.217 -2.423 3.533 0.11 0.32 0.05
H -6.330 -2.897 3.250 -0.22 0.10 0.04
C 1.149 -4.805 -0.249 0.81 -0.92 2.00
C 0.731 -3.662 -1.015 -0.54 1.41 -2.39
O -0.590 -3.379 -0.646 -0.27 -0.41 1.16
O 2.474 -5.074 -0.553 2.47 -0.98 0.01
H 0.525 -5.665 -0.420 -0.51 -0.38 -0.03
H 1.122 -4.509 0.788 -0.57 -0.11 0.75
H 0.743 -3.923 -2.071 0.14 -0.11 -0.42
H 1.436 -2.822 -0.942 -0.25 0.01 0.40
H -0.953 -2.681 -1.174 -0.04 0.68 -0.79
H 2.968 -5.549 0.162 -1.09 0.67 -0.95
C 2.044 -0.342 -3.685 -0.98 1.51 -2.94
C 2.634 -0.203 -2.426 3.43 -1.38 5.14
O 1.666 -0.287 -1.412 -1.15 -0.03 0.69
O 3.021 0.218 -4.577 -0.20 -2.85 -1.35
H 1.181 0.336 -3.646 -0.41 -0.47 -0.48
H 1.724 -1.389 -3.887 0.44 0.85 -0.49
H 3.215 0.731 -2.313 -0.35 -0.19 -0.25
H 3.397 -1.043 -2.225 -0.68 1.04 -0.48
H 2.054 -0.102 -0.516 0.36 0.09 -0.75
H 3.097 1.161 -4.495 -0.56 1.25 0.38



(5)
10
Properties=species:S:1:pos:R:3:forces:R:3 method="wB97M-V/def2-TZVPD" homo_lumo_gap_ev=7.87 smiles="O=C([O-])NNSO" homo_energy_ev=-4.26 e_tot_ha=-773.3294 de_lowest_kj_mol=164.0 multiplicity=1 charge=-1
C 1.419 0.286 0.030 0.85 -0.23 1.15
N 0.822 -1.074 0.167 0.64 -0.49 1.63
N -0.435 -1.317 -0.294 -1.46 1.73 -0.31
O 2.502 0.385 0.627 0.23 -0.31 0.14
O 0.798 1.142 -0.601 -0.86 -0.31 -0.60
O -2.163 1.227 -0.368 0.93 1.36 1.04
S -1.904 -0.165 0.502 0.85 -1.18 -0.26
H 1.127 -1.613 1.091 -1.16 1.75 -2.83
H -0.544 -0.826 -1.228 0.62 -0.77 1.19
H -1.622 1.957 0.075 -0.64 -1.56 -1.14